Computed, not measured: a 8-piece molecular cluster, C14H42ClO11S7 overall at a distorted geometry, with wB97M-V/def2-TZVPD.

The geometry in XYZ format:
```
75
Properties=species:S:1:pos:R:3
Cl -1.3020 0.3252 0.2178
S -1.9624 -1.7871 5.3197
S 4.5270 1.2772 -0.8026
S -1.4622 -2.2247 -4.2957
S -3.1024 5.2152 0.6448
S 0.5760 -3.9135 2.5994
S 3.8055 -0.2404 3.6031
S 0.4173 2.0379 -5.4436
O -1.4711 1.3431 1.2929
O -1.3952 0.9057 -1.1023
O 0.0087 -0.2138 0.2768
O -3.2405 -2.3035 5.8830
O -2.2319 -0.7497 0.3238
O -4.4393 5.7055 0.0366
O 5.3415 2.2507 -1.7117
O 4.8016 -0.6818 2.5279
O 2.0489 -4.2926 2.3625
O 0.8798 3.4465 -5.6531
O -1.2503 -1.1041 -5.3588
C -0.3823 -5.4094 3.1978
C 2.2130 0.0080 2.6523
C -2.4703 4.0428 -0.6622
C -0.7594 1.7200 -6.8616
C -2.4922 -1.6524 3.5488
C -0.8071 2.2261 -4.0695
C 2.9180 0.8224 -1.6148
C -2.6549 -1.4675 -2.9807
C 3.4491 -1.8151 4.4223
C -1.7574 -0.0007 5.7505
C 5.3191 -0.4131 -0.8224
C -0.1262 -3.5135 0.9346
C 0.1136 -2.1768 -3.3150
C -1.8885 6.5396 0.0840
H -2.5201 -2.6221 3.0519
H 6.3899 -0.4951 -0.6359
H -2.3677 7.0611 -0.7446
H 0.2931 -1.1463 -3.0085
H -1.7183 0.0887 6.8362
H 1.4235 0.1659 3.3872
H -0.8370 6.2731 -0.0230
H -0.8858 0.4604 5.2859
H -1.5777 3.5113 -0.3322
H 4.6715 -1.0034 -0.1742
H -0.0833 -4.4856 0.4433
H -1.4223 -5.1403 3.3825
H -2.1995 4.6334 -1.5374
H 0.0458 -5.7298 4.1476
H -1.0803 0.7190 -7.1499
H 2.2944 0.1761 -0.9972
H -1.9708 7.2532 0.9038
H 1.9514 -0.9002 2.1094
H -3.1366 3.2856 -1.0755
H 0.0229 -2.8751 -2.4830
H 3.4549 -2.7164 3.8092
H 5.1649 -0.7686 -1.8412
H -0.4000 -6.1986 2.4462
H -0.4046 2.2474 -7.7471
H 0.9620 -2.4653 -3.9357
H 2.4871 -1.6994 4.9214
H 0.5264 -2.7449 0.5205
H 4.1594 -1.8668 5.2475
H 3.0312 0.4514 -2.6334
H -0.1634 2.3738 -3.2023
H -1.4452 1.3549 -3.9218
H -2.0653 -1.2646 -2.0867
H -2.6733 0.4768 5.4024
H -1.1578 -3.1727 1.0228
H -1.7126 2.2311 -6.7260
H 2.2480 0.7539 1.8583
H -1.4977 3.0525 -4.2374
H -3.3334 -0.9641 3.4672
H 2.3924 1.7773 -1.6119
H -1.6178 -1.2397 3.0455
H -3.0451 -0.5625 -3.4465
H -3.4271 -2.1919 -2.7219
```

Relative energy (zero: lowest compared OMol25 entry of this formula, charge and spin), eV: 2.551
Charge: -1
Largest force on an atom, eV/A: 3.8
Molecular weight, g/mol: 646.4

Atomic partial charges in e from the Löwdin method, atoms 1 to 2: 0.632, 0.792



Computed, not measured: a 7-piece molecular cluster, C24H23F6N2O20 overall at a distorted geometry, with wB97M-V/def2-TZVPD.

The geometry in XYZ format:
```
75
Properties=species:S:1:pos:R:3
F -1.1185 2.6831 5.3167
F 1.3264 -6.5509 -1.5242
F -5.4468 -0.2080 -4.1537
F 5.7617 -0.4232 -0.9911
F -0.1439 -4.1419 1.0401
F -1.0857 5.1325 2.7328
O 0.7058 1.0550 -4.9688
O 1.7005 0.8891 -2.7905
O -3.2042 -0.9780 -1.6960
O -2.6580 -5.2405 -2.9804
O -0.5377 -5.4937 -2.1742
O 4.9970 -1.9161 0.4926
O 3.5835 -2.8496 2.0224
O 2.2381 4.3634 2.5793
O -1.9550 -7.2548 -2.1562
O -2.4790 -0.0463 6.8533
O -1.2706 -0.9295 0.7693
O -4.5413 -0.8062 0.1516
O -5.3376 -0.2641 -1.9176
O -0.7087 1.3437 7.0639
O -0.5487 -0.0694 2.7617
O 0.5033 4.7865 1.1931
O 2.8372 -1.2528 0.5650
O 2.6047 4.5630 0.3306
O -1.1211 -0.2076 8.6867
O -0.2848 -2.2859 2.2853
N -0.4345 4.8139 -5.4255
N 4.1730 4.0638 -6.4451
C -1.1437 1.3943 5.7241
C 1.3119 1.7376 -3.7828
C 4.7138 -1.2278 -0.7044
C 1.8459 4.5730 1.2856
C -1.7892 -5.9364 -2.4819
C 3.0038 3.9280 -3.7549
C -0.9474 -3.0976 1.3425
C -0.6866 -1.0148 2.0034
C 1.0974 4.5868 3.3836
C -3.4664 -0.8481 -3.0789
C 3.5302 3.8549 -5.3181
C -1.4117 0.3209 7.6264
C 3.7904 -2.0711 1.1064
C -0.6901 -7.7241 -1.7346
C -0.0226 4.3551 2.4277
C 1.4462 3.3685 -3.6621
C -1.1159 -2.1983 0.1658
C -2.5431 0.8856 5.7926
C 0.9294 3.7682 -2.1247
C 0.4509 4.0840 -4.7819
C -4.3773 -0.6943 -1.0519
C -0.0057 -6.4705 -1.3083
C 3.5040 -0.4252 -0.3670
C -4.6446 0.0646 -3.1002
H -3.2669 1.6690 6.0410
H 0.0875 3.0167 -1.8146
H -0.1986 -6.1851 -0.2686
H -4.3878 1.1293 -3.0926
H 3.7487 0.5312 0.1070
H 0.5427 4.8952 -2.1808
H 1.0723 3.8945 4.2294
H 3.7252 3.3725 -3.0055
H 4.5631 -1.9474 -1.5161
H 1.8889 3.7235 -1.4517
H -0.7911 -8.4418 -0.9161
H 2.9517 5.0555 -3.3664
H -0.3361 3.3086 2.3488
H 2.8754 -0.2331 -1.2407
H -2.6045 -0.4270 -3.6034
H -0.1876 -8.2167 -2.5738
H -1.9932 -2.4571 -0.4332
H 1.1202 5.6117 3.7690
H -2.8554 0.4012 4.8635
H -0.4773 0.7919 5.0976
H -1.8888 -3.4621 1.7673
H -0.2365 -2.1851 -0.4867
H -3.6869 -1.8344 -3.5006
```

Charge: -1
Largest force on an atom, eV/A: 12.4
Electronic energy, eV: -85491.771
Molecular weight, g/mol: 773.4

Atomic partial charges in e from the Löwdin method, atoms 1 to 2: 0.073, 0.085



Computed, not measured: a 2-piece molecular cluster, C11H25F4N2O5P3S overall at a distorted geometry, with wB97M-V/def2-TZVPD.

The geometry in XYZ format:
```
51
Properties=species:S:1:pos:R:3
S -0.4781 -0.2675 -0.5609
P 0.0754 -2.1304 2.0498
P 0.3528 0.0344 1.5308
P 1.0654 0.4988 3.6747
F -2.2360 0.4552 2.1414
F -0.9536 1.9495 2.8845
F -0.4326 2.7096 0.2017
F -2.2843 3.1224 1.2189
O 2.5030 -0.3394 3.9091
O -2.7824 -2.0103 -3.6412
O 3.4393 2.0194 2.2337
O -0.7599 -2.3053 -2.6945
O -1.3079 -0.3369 -3.6508
N 3.4913 4.0263 0.0860
N -0.0447 -0.3739 4.6669
C -3.4937 -0.8410 -4.0847
C -1.1907 1.1744 1.8286
C -1.5307 2.1427 0.6878
C -2.3545 0.0275 -4.5585
C 2.4786 2.0130 1.1856
C 1.7665 -2.8753 2.2965
C -1.5389 -1.6157 -3.2683
C 1.9999 0.5901 0.7987
C -4.5108 -1.1733 -5.1498
C -0.6349 -3.0999 0.6598
C 3.1853 2.6137 -0.0386
H -0.7413 -4.1103 1.0474
H -0.2314 0.2104 5.4730
H 4.1149 2.0645 -0.1267
H 1.6863 2.6616 1.5331
H 1.9726 -2.8643 3.3510
H 2.5324 -2.3227 1.7712
H 1.8949 0.5891 -0.2657
H 2.8025 -0.1134 1.0074
H 1.7153 -3.9028 1.9681
H -2.5719 1.0910 -4.4943
H 2.6515 4.5488 0.2954
H -2.1326 1.6971 -0.0872
H 0.3363 -1.2593 4.9830
H 2.8722 -0.7017 3.0940
H 2.6242 2.4405 -0.9523
H 4.1802 4.1391 0.8181
H 3.9874 1.2276 2.1701
H -4.8492 -0.2671 -5.6526
H -5.3795 -1.6655 -4.7133
H -0.0068 -3.1838 -0.2140
H -4.0894 -1.8564 -5.8877
H -2.0332 -0.2157 -5.5745
H 0.4490 -1.0365 -1.1346
H -1.6222 -2.7774 0.3969
H -3.9858 -0.4013 -3.2131
```

Charge: 0
Largest force on an atom, eV/A: 2.4
Structure (SMILES): CP(C)P(S)(C[C@@H](O)CN)(P(N)O)C(F)(F)C(F)F.C[C@@H]1COC(=O)O1
Electronic energy, eV: -74600.376
Molecular weight, g/mol: 466.3

Atomic partial charges in e from the Löwdin method, atoms 1 to 2: 0.541, 0.747



Computed, not measured: C41H45N5SSbY as an isolated structure, with wB97M-V/def2-TZVPD.

The geometry in XYZ format:
```
94
Properties=species:S:1:pos:R:3
Sb 2.1417 2.5206 -0.1324
Y -0.0730 -0.1571 0.4143
S -2.6542 2.0456 -3.1391
N 1.8813 -0.8214 -1.1763
N -1.5355 -1.9994 0.9835
N 2.3168 -2.5684 0.3909
N -1.6843 1.9041 0.7329
N 1.0908 -2.3706 0.6886
C -1.8154 0.7628 -3.8920
C 3.0223 5.4801 0.6889
C -2.9693 3.4459 2.0410
C 0.4563 -3.1894 1.5665
C 0.2054 0.3553 2.7846
C -0.9659 -3.0060 1.6341
C 4.3005 -1.3624 -2.4238
C -4.9356 -0.5984 1.3364
C 0.6414 4.8517 1.0733
C 2.0770 4.3359 1.0370
C 4.0386 0.7775 1.4676
C -1.9972 1.6017 -1.6044
C -0.4120 -0.4056 3.7935
C 0.9967 3.4348 -2.7837
C 2.7098 -1.7559 -0.6955
C 3.2871 4.3951 -2.4296
C -1.1561 0.5194 -1.6362
C -3.7142 -2.8380 0.2471
C -5.0822 -2.6595 0.1225
C 0.9319 1.4536 3.2787
C 1.0280 1.7892 4.6239
C -3.6241 3.8821 0.9000
C 0.3809 1.0105 5.5725
C -0.9888 -4.8749 3.1972
C -2.3441 2.3077 -0.3712
C 1.1249 -4.1983 2.3044
C -5.6999 -1.5376 0.6599
C -2.0097 2.4578 1.9065
C -3.3127 3.3087 -0.3158
C 3.9502 -2.0277 -1.2681
C 2.3743 3.2040 -2.1650
C -2.9421 -1.8938 0.9217
C -3.5670 -0.7788 1.4719
C 2.2200 -0.2085 -2.3128
C 5.2108 2.7618 0.5329
C 0.4246 -5.0304 3.1164
C -1.0834 0.0448 -2.9894
C -1.6619 -3.9288 2.4942
C 4.1062 1.7421 0.2873
C -0.3388 -0.0956 5.1481
C 3.4073 -0.4512 -2.9782
H 2.8344 2.3307 -2.6322
H 1.4972 0.5057 -2.6866
H -0.5081 -0.8224 -3.2909
H -3.8262 3.6138 -1.2170
H 4.9763 0.2239 1.5659
H -6.7668 -1.3978 0.5506
H 2.9982 6.2269 1.4879
H 5.3484 3.4560 -0.2976
H -3.1874 3.8561 3.0157
H -5.6679 -3.3966 -0.4119
H -2.7327 -3.8310 2.5981
H 4.3394 1.1843 -0.6276
H 0.9209 -5.7902 3.7023
H 1.4427 2.1100 2.5813
H 4.0581 5.1739 0.5572
H 2.8280 5.3283 -2.1026
H 0.4405 1.2585 6.6248
H 1.6038 2.6552 4.9306
H -1.5485 -5.5264 3.8581
H 0.5077 4.3003 -2.3290
H -5.4026 0.2773 1.7686
H 0.5527 5.6959 1.7623
H -2.9738 -0.0625 2.0253
H 5.0089 3.3503 1.4303
H 0.3265 5.2057 0.0880
H 0.3174 2.5888 -2.6585
H 2.1995 -4.2692 2.2121
H -1.4675 2.0849 2.7631
H 3.8759 1.3162 2.4041
H -1.9148 0.5973 -4.9523
H -3.2303 -3.6987 -0.1964
H 4.5832 -2.7738 -0.8118
H 4.2606 4.3144 -1.9422
H -1.0006 -1.2789 3.5229
H 5.2513 -1.5629 -2.8997
H 2.7065 5.9881 -0.2229
H 3.6258 0.0740 -3.8967
H -0.8446 -0.7210 5.8740
H 3.2361 0.0456 1.3961
H 1.0835 3.6449 -3.8533
H 3.4654 4.4920 -3.5046
H -4.3816 4.6535 0.9566
H 2.3367 3.9703 2.0355
H 6.1647 2.2523 0.6964
H -0.0649 4.0884 1.3894
```

Relative energy (zero: lowest compared OMol25 entry of this formula, charge and spin), eV: 0.615
Charge: 0
Largest force on an atom, eV/A: 0.5
Molecular weight, g/mol: 850.6

Atomic partial charges in e from the Löwdin method, atoms 1 to 2: 1.527, 1.379



Computed, not measured: C9H13N2OP as an isolated structure at a distorted geometry, with wB97M-V/def2-TZVPD.

The geometry in XYZ format:
```
26
Properties=species:S:1:pos:R:3
P 0.0474 -2.7745 0.6369
O 1.8837 2.0833 -3.1968
N -2.1307 -1.0630 1.0712
N 0.1245 0.7684 -2.8449
C -2.8085 -2.2010 1.6507
C -0.6414 -0.0293 -1.8652
C 0.9744 1.0150 1.3757
C 1.0988 1.5954 -2.4199
C 1.3189 1.9658 -0.9024
C 0.6705 1.0553 -0.0247
C -0.3091 0.2139 -0.4287
C -0.9827 -1.2616 0.6600
C 1.7412 1.8153 2.0565
H 0.9052 -2.1563 -0.1563
H 1.9442 1.5979 3.1287
H -3.7953 -2.1282 1.1491
H 0.2229 0.1669 -3.7501
H 2.4987 1.7834 -0.6329
H -2.7999 -2.0498 2.7658
H -0.6673 -1.1271 -2.1582
H 1.0887 3.0827 -0.8444
H 0.4927 0.2175 1.9673
H 2.2592 2.7377 1.4813
H 0.8158 -2.4005 1.8737
H -1.7277 0.2248 -1.9925
H -2.2243 -3.1321 1.3998
```

Relative energy (zero: lowest compared OMol25 entry of this formula, charge and spin), eV: 1.490
Charge: 0
Largest force on an atom, eV/A: 8.8
Molecular weight, g/mol: 196.2
Multiplicity: 3

Atomic partial charges in e from the Löwdin method, atoms 1 to 2: 0.848, 0.043